C2H12O4 | ωB97M-V/def2-TZVPD

Each line ends with the Löwdin charge.
CARTESIAN COORDINATES (ANGSTROEM)
C (2.65375, 0.37111, 0.96945)  -0.09
C (3.26924, 0.36762, -0.20824)  -0.08
H (2.54852, -0.52449, 1.59018)  0.05
H (2.08226, 1.17357, 1.42252)  0.04
H (3.65622, -0.57858, -0.56817)  0.05
H (3.32741, 1.30098, -0.74755)  0.05
O (-1.05132, 1.23557, 0.82667)  -0.07
H (-1.59175, 2.02626, 0.86518)  0.04
H (-0.56502, 1.31253, -0.01605)  -0.01
O (-2.80817, -1.15955, 1.44196)  -0.07
H (-2.29788, -0.33294, 1.48456)  0.00
H (-3.05092, -1.27445, 2.36408)  0.03
O (-0.88588, -1.78757, -1.29513)  -0.05
H (-1.54384, -1.76932, -0.58810)  0.03
H (-0.11213, -2.16143, -0.84546)  0.06
O (0.02771, 1.09010, -1.67157)  -0.06
H (0.00636, 0.11619, -1.63845)  0.03
H (-0.41246, 1.25359, -2.50247)  0.05

Properties
- ΔE to the lowest compared entry with this formula, charge and spin (kcal per mole) = 20.0
- LUMO energy (eV) = 0.65
- SMILES = C=C.O.O.O.O

=====

C3H7N3O2 | ωB97M-V/def2-TZVPD

Each line ends with the Löwdin charge.
CARTESIAN COORDINATES (ANGSTROEM)
H (-0.32864, 1.17392, 1.10101)  0.07
N (-1.29147, 0.93783, 0.72736)  0.16
C (-1.26360, 0.18713, -0.27281)  -0.59
N (-2.37818, -0.15980, -1.00729)  0.16
O (-0.09573, -0.37663, -0.67882)  -0.01
C (1.04468, -0.24849, 0.14431)  -0.38
C (1.97631, 0.98039, -0.07985)  0.00
N (1.31617, -1.27614, 0.86055)  0.05
O (0.25431, -2.08875, 1.11581)  -0.03
H (-2.17328, -1.07366, -1.46413)  0.12
H (-3.20757, -0.27515, -0.51759)  0.07
H (1.70965, 1.74051, 0.74588)  0.09
H (1.70552, 1.56199, -1.05259)  0.12
H (3.02909, 0.71143, 0.06528)  0.08
H (-0.29727, -1.79458, 0.31288)  0.10

Properties
- ΔE to the lowest compared entry with this formula, charge and spin (kcal per mole) = 98.7
- LUMO energy (eV) = 0.62
- SMILES = [H]/N=C(/N)O/C(C)=N\O

=====

C41H61Cl2N3O4TeV | ωB97M-V/def2-TZVPD

Each line ends with the Löwdin charge.
CARTESIAN COORDINATES (ANGSTROEM)
V (1.84332, -0.68679, 1.01780)  0.74
C (3.40562, -3.76368, -0.03114)  -0.04
C (3.20000, -2.39109, -0.62896)  -0.24
C (4.26957, -1.47297, -0.65466)  -0.21
C (5.49281, -1.73501, 0.18363)  -0.04
C (4.23427, -0.38204, -1.52868)  -0.18
C (5.48711, 0.44018, -1.69309)  -0.02
C (3.09755, -0.14549, -2.31682)  -0.18
C (3.02813, 1.06705, -3.21028)  -0.03
C (2.01822, -1.03509, -2.27470)  -0.18
C (0.84933, -0.88305, -3.21070)  -0.02
C (2.04969, -2.13377, -1.40381)  -0.21
C (0.91902, -3.12833, -1.42656)  -0.04
H (2.95854, -4.51874, -0.67360)  0.09
H (2.97164, -3.85954, 0.96333)  0.04
H (4.46419, -3.99232, 0.04793)  0.08
H (6.20617, -2.34604, -0.37163)  0.10
H (5.23387, -2.25259, 1.10442)  0.05
H (5.99301, -0.81062, 0.46039)  0.07
H (5.81592, 0.87267, -0.74787)  0.07
H (5.37094, 1.23701, -2.41914)  0.07
H (6.28827, -0.20727, -2.04872)  0.10
H (3.49029, 0.86146, -4.17679)  0.11
H (3.54192, 1.91825, -2.76597)  0.07
H (1.99825, 1.36636, -3.37850)  0.06
H (1.11823, -0.35171, -4.11698)  0.08
H (0.02369, -0.35107, -2.72696)  0.04
H (0.48318, -1.85738, -3.51892)  0.07
H (0.99710, -3.75784, -2.31417)  0.11
H (-0.04035, -2.61026, -1.44453)  0.04
H (0.93101, -3.76281, -0.54639)  0.07
C (0.63003, 0.25868, 5.11756)  0.00
N (1.94504, 0.69475, 4.68680)  -0.11
C (2.93567, 0.78373, 5.73453)  -0.01
C (2.23357, 0.72907, 3.39239)  -0.47
O (1.35792, 0.60807, 2.51893)  -0.08
C (3.67383, 1.00471, 2.94800)  -0.14
O (3.74819, 0.93885, 1.53951)  -0.16
C (3.43933, 2.13229, 0.85130)  -0.07
C (2.19749, 1.95895, -0.01925)  -0.35
O (1.64241, 0.86554, -0.12457)  -0.06
N (1.78530, 3.05381, -0.68200)  -0.11
C (0.58782, 2.99523, -1.49387)  -0.02
C (2.41486, 4.35116, -0.55959)  -0.02
H (0.11559, 1.06231, 5.64548)  0.11
H (0.74187, -0.59884, 5.78266)  0.06
H (0.04641, -0.04077, 4.24673)  0.09
H (2.44808, 1.13069, 6.64456)  0.11
H (3.72886, 1.48287, 5.48155)  0.09
H (3.36922, -0.20274, 5.92055)  0.11
H (4.32939, 0.21798, 3.33896)  0.12
H (4.02098, 1.98326, 3.30934)  0.15
H (4.29181, 2.37751, 0.20147)  0.14
H (3.27270, 2.96072, 1.55074)  0.14
H (0.22751, 1.96760, -1.51530)  0.07
H (0.80822, 3.32165, -2.51050)  0.10
H (-0.18033, 3.64591, -1.07114)  0.11
H (3.48456, 4.30184, -0.76779)  0.10
H (2.27365, 4.78089, 0.43571)  0.11
H (1.95996, 5.01602, -1.29113)  0.10
Cl (0.54099, -3.40154, 5.91740)  0.59
C (2.05869, -3.82895, 5.35377)  -0.51
Cl (2.87058, -1.85682, 2.60685)  0.42
H (2.47591, -4.75502, 5.69516)  0.00
H (2.47087, -3.25590, 4.54543)  -0.10
C (-0.36646, -3.55560, 2.14077)  0.02
C (-0.58189, -2.19273, 1.51634)  -0.61
O (-1.71520, -1.69971, 1.43183)  -0.11
N (0.48921, -1.57165, 1.07894)  -0.05
Te (-2.09213, -0.48149, -0.76664)  1.58
C (-3.10300, -0.03440, -2.63414)  -0.39
C (-3.50336, 1.26466, -2.94243)  -0.31
C (-3.29437, 2.40363, -1.99503)  -0.07
C (-4.10052, 1.53200, -4.16742)  -0.02
C (-4.30171, 0.53872, -5.10916)  -0.27
C (-4.92709, 0.84472, -6.43325)  -0.05
C (-3.89793, -0.75152, -4.79264)  -0.01
C (-3.31670, -1.05229, -3.57177)  -0.32
C (-2.90511, -2.47083, -3.29993)  -0.08
C (-3.53856, 0.40167, 0.51957)  -0.38
C (-4.87348, 0.01188, 0.44106)  -0.29
C (-5.34729, -1.00498, -0.54470)  -0.06
C (-5.78966, 0.57057, 1.31940)  -0.01
C (-5.41117, 1.48505, 2.28906)  -0.27
C (-6.42522, 2.08331, 3.21260)  -0.05
C (-4.06967, 1.82765, 2.37555)  -0.01
C (-3.12818, 1.30210, 1.50209)  -0.31
C (-1.69686, 1.70987, 1.66202)  -0.08
H (-1.06166, -4.26523, 1.69700)  0.10
H (-0.58470, -3.48873, 3.20457)  0.06
H (0.66496, -3.87667, 2.01051)  0.06
H (-2.48555, 2.17803, -1.30107)  0.01
H (-4.19786, 2.58847, -1.41471)  0.09
H (-3.05137, 3.30950, -2.54560)  0.08
H (-4.40205, 2.54522, -4.38993)  0.12
H (-5.05034, 1.91623, -6.56230)  0.07
H (-5.90670, 0.37511, -6.50627)  0.09
H (-4.31278, 0.45894, -7.24454)  0.08
H (-4.03653, -1.53844, -5.52117)  0.12
H (-3.38226, -3.15040, -4.00273)  0.08
H (-3.17557, -2.77597, -2.28810)  0.04
H (-1.82483, -2.57219, -3.40818)  0.06
H (-4.62025, -1.81201, -0.63192)  0.05
H (-5.48191, -0.56081, -1.53028)  0.09
H (-6.29642, -1.42557, -0.22894)  0.08
H (-6.82507, 0.27064, 1.25594)  0.12
H (-7.40416, 1.64701, 3.03234)  0.08
H (-6.48580, 3.15887, 3.05329)  0.08
H (-6.14513, 1.91720, 4.25119)  0.08
H (-3.74333, 2.52199, 3.13895)  0.12
H (-1.62755, 2.70050, 2.10894)  0.08
H (-1.17438, 1.70626, 0.70322)  0.01
H (-1.17990, 1.00046, 2.30949)  0.06

Properties
- multiplicity = 3
- LUMO energy (alpha / beta) (eV) = -3.35 / -2.64
- charge = +1

=====

C8H32O8 | ωB97M-V/def2-TZVPD

Each line ends with the Löwdin charge.
CARTESIAN COORDINATES (ANGSTROEM)
C (-3.04696, -0.49717, -2.44155)  -0.12
O (-3.01706, -1.30163, -1.27358)  -0.13
H (-4.03757, -0.52964, -2.89513)  0.08
H (-2.96820, 0.57930, -2.28952)  0.07
H (-2.20695, -0.86283, -3.03212)  0.09
H (-3.43273, -0.80867, -0.56238)  0.09
C (2.96858, 2.84031, -1.58616)  -0.18
O (4.08932, 2.79053, -0.75259)  -0.10
H (3.26515, 3.12317, -2.59618)  0.08
H (2.53091, 1.85272, -1.73177)  0.06
H (2.21222, 3.56530, -1.28549)  0.08
H (3.79894, 3.18151, 0.07470)  0.07
C (3.20352, -2.66822, 1.59443)  -0.15
O (4.50006, -2.50329, 2.16337)  -0.13
H (2.68516, -1.71117, 1.65316)  0.07
H (3.34182, -2.98980, 0.56217)  0.07
H (2.73022, -3.47024, 2.16086)  0.08
H (4.89528, -3.37200, 2.26700)  0.07
C (-1.98028, -3.32445, 1.12760)  -0.17
O (-1.79122, -3.53424, -0.27807)  -0.12
H (-1.20706, -2.71401, 1.59407)  0.05
H (-2.89653, -2.82825, 1.44757)  0.07
H (-1.96195, -4.26107, 1.68482)  0.07
H (-2.09657, -2.74049, -0.72339)  0.01
C (-1.47797, 1.90452, 3.63238)  -0.15
O (-1.56200, 1.04612, 2.53550)  -0.13
H (-1.99352, 1.51497, 4.51019)  0.08
H (-0.43384, 2.10358, 3.87380)  0.09
H (-1.94629, 2.86505, 3.41754)  0.08
H (-1.11664, 0.24197, 2.81225)  0.09
C (1.23917, -1.65437, -2.91296)  -0.21
O (1.47940, -0.32424, -2.92294)  -0.11
H (0.20502, -1.78768, -2.59539)  0.07
H (1.46244, -2.24251, -3.80310)  0.09
H (1.88147, -2.06398, -2.13336)  0.07
H (0.94864, 0.13276, -2.26640)  0.02
C (-1.33810, 3.55665, 0.17238)  -0.12
O (-2.04057, 2.31714, 0.06396)  -0.14
H (-0.33061, 3.42016, 0.56537)  0.08
H (-1.24634, 4.06315, -0.78841)  0.09
H (-1.97473, 4.20952, 0.76951)  0.08
H (-2.19968, 1.96978, 0.94466)  0.05
C (0.39020, -0.12679, -0.01587)  -0.12
O (0.02849, 0.94000, -0.89155)  -0.14
H (0.90382, -0.97851, -0.46182)  0.07
H (0.88008, 0.25392, 0.88033)  0.08
H (-0.55973, -0.54249, 0.32017)  0.07
H (-0.77663, 1.36572, -0.58799)  0.01

Properties
- ΔE to the lowest compared entry with this formula, charge and spin (kcal per mole) = 93.7
- LUMO energy (eV) = 0.14
- SMILES = CO.CO.CO.CO.CO.CO.CO.CO

=====

no.,E_tot (Ha)
1,-384.32905
2,-433.16544
3,-4196.36225
4,-925.74254